Molecular formula: C47H131BF3N9O18V
Method: DFT, the ωB97M-V functional and the def2-TZVPD basis

## Properties
DFT total energy ... -135633.460 eV
Molecular weight ... 1229.36 g mol⁻¹
Largest force on an atom ... 4.89 eV/Å
2S+1 ... 4
E_HOMO (alpha / beta) ... -8.0 / -8.4 eV
ΔE to the lowest compared entry with this formula, charge and spin ... 0.000 eV

XYZ file:
```
210
Properties=species:S:1:pos:R:3:lowdin_spin:R:1
H -8.43966 -14.99651 0.18338 0.000
H -9.15313 -23.95123 11.44372 0.000
H -12.89890 -12.17793 4.74545 0.000
F -11.08271 -18.93216 2.56724 0.000
H -12.92022 -15.30569 -4.88889 0.000
H -9.86994 -12.50067 1.43033 0.000
O -10.08837 -22.14822 7.92626 0.001
H -12.13488 -21.78864 8.03048 0.000
H -8.23827 -20.75456 10.09346 0.000
H -14.24449 -19.50711 5.25774 0.000
C -11.99350 -16.86087 -1.95472 0.000
H -8.55774 -10.18147 1.00538 0.000
C -10.97500 -21.62678 13.53055 0.000
H -14.44813 -17.80350 5.24055 0.000
H -20.08382 -21.53711 4.29761 0.000
H -11.84061 -17.64390 12.81091 0.000
H -10.27519 -13.44050 4.67785 0.000
H -19.42353 -24.88736 5.52134 0.000
C -14.29435 -26.62277 4.84919 0.000
H -11.23629 -19.33546 0.09870 0.000
H -13.97838 -19.34394 7.77230 0.000
C -9.14014 -15.04471 1.01711 0.000
H -8.34800 -14.34557 3.95007 0.000
H -13.83606 -16.69992 0.59286 0.000
O -11.93522 -18.23878 -1.46479 0.000
O -8.28857 -18.00017 3.38174 0.000
C -11.91168 -17.99836 4.59671 0.004
H -13.76820 -18.31384 -3.21570 0.000
H -10.16319 -18.38011 8.62600 0.005
H -14.92145 -25.48494 6.54435 0.000
H -12.09582 -26.50409 4.49227 0.000
C -17.70739 -16.92341 4.75629 0.000
O -14.85615 -23.51308 2.45530 0.000
H -19.20095 -15.54467 6.64437 0.000
H -15.33432 -22.89536 5.08665 0.000
H -18.18002 -18.42007 6.28971 0.000
C -12.65364 -13.89667 3.44575 0.000
H -8.05771 -23.57602 9.14760 0.000
H -13.37844 -14.87168 -3.22726 0.000
H -16.76677 -16.60602 5.20640 0.000
H -15.32418 -21.65017 1.84735 0.000
C -14.47694 -22.18572 2.27570 0.000
H -15.90640 -16.99821 12.85375 0.000
N -19.84123 -17.87977 5.36746 0.000
H -17.05014 -16.41861 11.75797 0.000
H -14.89506 -22.62124 6.79399 0.000
H -13.14663 -20.45205 12.77519 0.000
H -9.93445 -21.55831 13.84783 0.000
H -11.63857 -14.85053 -3.76634 0.000
H -18.89922 -24.25910 7.07043 0.000
H -12.49695 -21.36942 11.42002 0.000
H -13.86561 -27.78048 6.44104 0.000
C -7.59791 -18.84337 4.27460 0.000
H -11.78238 -11.93230 3.44170 0.000
H -15.15345 -28.29315 5.59385 0.000
H -11.03610 -13.84351 2.32365 0.000
H -11.10557 -24.38419 3.36876 0.000
O -12.91972 -24.64617 4.29012 0.000
C -14.86271 -16.46380 2.41301 0.000
N -20.32821 -22.38389 4.79093 0.000
C -8.56552 -14.08212 2.06188 0.000
C -14.70949 -16.12775 0.90565 0.000
C -15.35047 -25.84132 5.60784 0.000
C -14.63476 -18.73394 7.15167 0.000
H -15.35534 -19.28528 12.91296 0.000
H -18.60755 -21.30276 8.70395 0.000
H -15.44455 -16.82519 11.18669 0.000
H -12.54463 -17.26002 4.10444 0.000
H -11.65705 -21.50610 14.37218 0.000
H -9.77857 -19.70801 5.06392 0.000
H -11.72823 -22.94901 4.03136 0.000
H -7.50869 -10.50870 -0.43859 0.000
H -20.27759 -17.04919 4.99353 0.000
H -9.20419 -10.79752 -0.49340 0.000
H -13.53751 -18.05109 12.74999 0.000
H -9.04433 -17.64862 3.85803 0.000
H -16.21941 -26.42530 5.91120 0.000
H -12.88797 -17.82062 9.25294 0.000
H -13.63589 -15.68627 6.54850 0.000
H -16.20830 -20.33418 12.10679 0.000
H -12.69649 -16.23628 -1.40355 0.000
H -11.87236 -17.71757 0.58903 0.000
H -19.32410 -16.77425 7.83533 0.000
H -12.89578 -16.97174 11.52138 0.000
H -11.02747 -16.35724 -1.91947 0.000
C -11.88638 -19.25835 3.60772 0.000
O -17.71960 -19.99883 10.05584 0.000
H -14.36681 -16.90740 -2.92297 0.000
N -7.79950 -21.46741 9.52828 0.000
O -12.44936 -17.28311 8.58938 0.020
H -14.24345 -21.74483 3.24482 0.000
H -14.09747 -16.13101 9.04099 0.000
H -10.39360 -22.08731 9.93615 0.000
H -9.28468 -15.46155 3.44310 0.000
H -7.63123 -18.30088 5.21942 0.000
O -15.70095 -16.56163 -1.34348 0.000
H -13.55001 -14.64810 1.25723 0.000
H -13.44534 -14.15200 7.40616 0.000
H -10.28516 -17.91215 -0.14885 0.000
H -10.04083 -19.80318 7.55575 0.008
C -16.81957 -17.15681 -2.14146 0.000
H -8.70952 -22.32459 11.91215 0.000
H -13.54316 -20.13668 9.84098 0.000
O -11.01456 -13.03000 5.13221 0.000
H -9.19065 -16.08405 1.34163 0.000
C -8.48093 -22.74670 9.71436 0.000
H -15.12359 -17.50412 2.60737 0.000
C -17.44823 -15.20271 8.55790 0.000
H -16.63000 -16.95216 -3.19516 0.000
F -13.08877 -19.54970 3.05357 0.000
H -17.49270 -20.10682 7.99285 0.000
H -17.51992 -23.21403 4.58149 0.000
H -6.85589 -21.51780 9.88488 0.000
H -19.15905 -19.65303 8.67389 0.000
O -8.16535 -12.24083 0.54498 0.000
H -17.03999 -18.20884 -1.96050 0.000
C -12.32457 -20.50511 12.06140 0.000
C -13.97062 -18.60479 5.80447 0.002
C -11.40448 -22.28360 7.39044 0.000
H -20.61648 -24.23936 6.64053 0.000
H -8.53010 -11.95729 2.56992 0.000
C -8.07622 -20.27012 4.30990 0.000
H -11.01879 -22.54725 12.94837 0.000
O -10.67924 -17.38550 5.02942 0.013
H -12.74531 -14.75002 4.11768 0.000
H -12.54558 -25.83568 5.96913 0.000
H -13.69401 -13.64184 3.24378 0.000
C -8.83508 -12.61239 1.75388 0.000
H -13.53200 -22.06830 1.74524 0.000
C -18.26307 -20.26951 8.74661 0.000
C -8.34327 -10.85165 0.17293 0.000
H -16.45163 -15.13382 8.99396 0.000
H -17.88427 -17.94912 9.81087 0.000
H -14.28952 -23.87306 3.14155 0.000
C -11.68886 -24.02260 4.21560 0.000
C -12.61039 -15.33796 -3.84435 0.000
C -8.49744 -23.11698 11.19433 0.000
H -9.26903 -18.24873 7.16818 0.005
C -11.31157 -18.27888 -0.15833 0.000
H -17.62818 -14.23420 8.09134 0.000
H -8.41413 -20.66142 3.35031 0.000
C -12.66567 -17.84741 12.12829 0.000
O -11.09675 -20.46642 12.67042 0.000
C -17.19389 -18.70243 10.19034 0.000
H -7.48852 -14.22009 2.15750 0.000
H -15.78407 -16.08623 2.85645 0.000
C -9.94339 -22.74448 9.19216 0.000
H -20.16277 -23.07180 4.07016 0.000
C -12.08777 -12.65664 4.19680 0.000
H -15.83321 -25.04384 5.04297 0.000
H -14.26655 -19.25269 10.99527 0.000
N -15.72790 -19.45353 11.98939 0.000
O -11.94661 -14.14004 2.25534 0.000
H -17.64839 -16.49620 -1.88705 0.000
C -15.90618 -16.61483 0.10364 0.000
N -13.47842 -19.27510 10.36403 0.000
H -14.82653 -17.78550 7.65344 0.000
C -13.06962 -15.98975 8.70682 0.006
B -9.53089 -18.93984 7.95433 0.029
O -11.74716 -15.02010 6.95405 0.038
C -12.88218 -25.89198 4.93394 0.000
H -20.47155 -18.21389 6.08241 0.000
H -7.48466 -23.41959 11.46038 0.000
H -16.81207 -16.09048 0.40778 0.000
C -13.10843 -15.18767 7.36170 0.004
F -11.44158 -20.32918 4.26977 0.000
C -18.67670 -16.41710 7.03443 0.000
H -8.59892 -19.26424 8.39071 0.000
O -12.54092 -18.30809 5.85169 0.020
H -14.08997 -16.05703 3.06533 0.000
H -10.38057 -23.74000 9.26921 0.000
H -11.42944 -19.01832 10.67686 0.000
H -14.39027 -14.36623 -0.05303 0.000
C -19.29463 -22.65672 5.78224 0.000
N -14.49892 -14.64621 0.91129 0.000
C -12.36168 -19.11425 11.23347 0.000
C -17.81590 -22.40671 5.25136 0.000
H -11.71763 -14.18399 6.48326 0.001
C -18.56086 -17.46715 5.92226 0.000
V -10.71253 -17.04217 7.28316 2.837
H -18.10828 -15.50641 9.37043 0.000
H -7.22643 -20.87577 4.62475 0.000
C -16.25508 -17.16040 11.83384 0.000
H -11.60036 -23.31741 7.10589 0.000
O -17.37027 -16.20943 7.58660 0.000
H -14.55178 -26.70409 3.79315 0.000
N -9.14835 -14.46553 3.34580 0.000
N -13.80336 -17.38533 -3.61161 0.000
H -11.45211 -21.74118 6.44620 0.000
H -6.59262 -18.88836 3.85572 0.000
H -16.26405 -18.68739 9.62179 0.000
H -15.07721 -21.32861 5.80707 0.000
C -19.60595 -24.10260 6.25550 0.000
H -19.43151 -21.87405 6.52843 0.000
H -11.07826 -24.17785 5.10508 0.000
H -17.75675 -18.65964 12.24430 0.000
C -16.84608 -18.54024 11.65735 0.000
H -17.55374 -17.74440 4.05595 0.000
H -12.55327 -15.40034 9.46450 0.001
C -15.54067 -22.30053 5.97641 0.000
O -9.06021 -20.25990 5.38170 0.000
N -14.21311 -27.93529 5.50542 0.000
H -15.59049 -19.25637 7.19338 0.000
H -17.86184 -21.55898 4.56774 0.000
H -11.79345 -17.27193 -4.15339 0.000
H -18.19522 -16.05779 4.30815 0.000
H -10.13370 -14.83912 0.61877 0.000
O -16.91074 -22.44131 6.36720 0.000
C -12.49123 -16.76987 -3.48321 0.000
H -15.99248 -17.69268 0.24106 0.000
```


Molecular formula: C42H35F7
Method: DFT, the ωB97M-V functional and the def2-TZVPD basis

## Properties
DFT total energy ... -63142.297 eV
Molecular weight ... 672.73 g mol⁻¹
SMILES ... Fc1ccccc1.Fc1ccccc1.Fc1ccccc1.Fc1ccccc1.Fc1ccccc1.Fc1ccccc1.Fc1ccccc1
Largest force on an atom ... 3.68 eV/Å
E_HOMO ... -9.0 eV
ΔE to the lowest compared entry with this formula, charge and spin ... 1.418 eV

XYZ file:
```
84
Properties=species:S:1:pos:R:3:lowdin_charge:R:1
H 1.07103 1.22512 4.16818 0.098
C -5.21888 2.65995 2.10594 0.006
H -0.81028 -3.71168 0.64827 0.088
H 2.91696 -3.75711 -1.60308 0.096
C 4.10796 1.42467 -2.86026 -0.272
C 2.29458 -4.11514 -3.65918 -0.043
C -1.57567 -3.07968 1.07389 -0.077
H 1.64873 0.38808 -2.86065 0.083
C -6.16677 1.64852 2.38625 -0.303
C -0.05601 -0.92467 -2.78868 -0.010
H 1.39196 -0.52858 0.29545 0.101
C 0.08134 1.11749 -1.59575 -0.059
C 0.36856 4.25853 0.72190 -0.284
C 0.03516 -4.67255 -3.92420 -0.353
H -3.88666 3.35905 0.54661 0.089
F -1.08012 -4.96776 -4.60227 0.075
H 1.24562 -4.32988 -5.60580 0.120
C 2.24293 4.69947 2.20192 -0.050
H 4.51445 0.49511 0.85389 0.099
H 0.57872 2.01754 -1.26574 0.086
C -5.74890 0.52778 0.28409 -0.097
C -0.13055 -4.61564 -2.58875 -0.026
F -6.83296 1.70991 3.53491 0.069
H 2.82969 4.53443 3.09348 0.097
C 2.26894 -1.57304 1.93373 -0.276
C 4.14079 0.07074 -2.50785 -0.041
C 2.28847 5.38132 -0.18846 -0.084
C -2.83939 -3.04479 0.50363 -0.084
C -1.28103 -1.19039 -2.22129 -0.276
C 0.96937 4.09223 1.99321 -0.001
H -4.31766 -1.20365 2.93071 0.111
H 4.14399 -1.34267 -0.91850 0.092
H 2.27555 -0.59112 5.15507 0.106
H -1.66211 1.56177 -0.38807 0.084
C 1.01861 4.85321 -0.31185 -0.048
C -1.91804 -0.26931 -1.40448 -0.023
C -3.85977 -2.42251 1.22997 -0.090
C 0.66417 0.20001 -2.45856 -0.068
C 0.90518 -4.26705 -1.73574 -0.086
C -1.22723 0.84677 -1.07075 -0.073
F -2.03527 -1.10839 4.07149 0.064
C -2.32039 -1.86254 2.99256 -0.261
C 1.32727 0.38533 3.53931 -0.103
H 4.36288 3.48639 -2.08392 0.103
C 2.89479 5.28373 1.07066 -0.092
C -6.38545 0.56541 1.55162 -0.019
H 2.68826 5.89000 -1.05322 0.107
H -2.90378 -0.37583 -0.97628 0.097
F 2.74531 -2.52300 1.09164 0.035
H 0.31100 -1.64568 -3.50412 0.113
H -0.31168 -2.43729 2.67222 0.105
H 0.81992 -4.18826 -0.66200 0.092
H -4.81474 -2.28318 0.74519 0.094
H 3.87706 5.70821 1.21681 0.093
H -3.07231 -3.31475 -0.51582 0.097
C 1.50224 -0.53263 1.36980 -0.016
F -1.91975 -2.27415 -2.67108 0.064
C -4.61526 2.61178 0.82433 -0.050
C 1.17814 -4.37058 -4.52868 -0.004
C 2.11583 -0.61765 4.08728 -0.082
C 4.30445 0.71732 -0.18193 -0.091
H 0.62104 4.98446 -1.30740 0.122
C -1.32094 -2.51058 2.29486 -0.016
H -1.13302 -4.83420 -2.25157 0.122
C 4.21570 -0.29399 -1.16651 -0.069
H -5.10574 3.40124 2.88318 0.111
H -5.67534 -0.39041 -0.27976 0.092
H -4.32290 1.43860 -1.00970 0.086
C 2.11668 -4.04501 -2.26871 -0.111
C 1.03110 0.47181 2.19775 -0.070
C 4.21223 2.43627 -1.88156 -0.004
F -0.82091 3.66929 0.47883 0.041
H 3.25876 -3.84487 -4.06380 0.095
C -3.58918 -1.82034 2.42533 -0.019
C 2.55264 -1.66670 3.29963 -0.016
H 4.78516 2.66672 0.29308 0.099
H 3.89943 -0.70640 -3.21792 0.112
C 4.45689 2.06157 -0.53905 -0.071
H -7.07424 -0.24015 1.75908 0.114
C -4.88707 1.53826 -0.09417 -0.093
H 2.99383 -2.55799 3.72074 0.116
H 0.41847 1.29257 1.85506 0.091
F 3.71509 1.80706 -4.10194 0.044
H 0.51294 3.56404 2.81728 0.101
```


Which formula does entry 2 have?
C42H35F7